(1)
One molecule with the formula C8H6Cl2N2O3 in a non-equilibrium geometry, computed with ωB97M-V/def2-TZVPD.

Geometry as XYZ:
```
21
Properties=species:S:1:pos:R:3
C -1.56 1.02 0.63
C -2.20 0.02 -0.08
C -0.19 0.92 0.84
C -1.44 -1.01 -0.71
C 0.56 -0.07 0.12
C -0.09 -0.96 -0.67
C 2.95 -0.15 -0.12
C 4.27 -0.44 0.55
N 1.88 -0.32 0.55
N 5.31 0.44 -0.43
O 3.05 0.43 -1.24
O 4.85 0.52 -1.55
O 0.68 -1.85 -1.30
Cl 4.68 -2.08 0.53
Cl 5.50 2.07 0.47
H -2.02 1.81 1.11
H -3.30 0.20 -0.41
H 0.40 1.63 1.35
H -2.09 -1.76 -1.28
H 4.31 -0.18 1.58
H 1.58 -1.49 -1.28
```

energy above the lowest of the compared OMol25 structures with the same formula, charge and spin: 52.14 kcal per mole
HOMO energy (spin up / spin down): -8.218 / -8.253 eV
Kohn-Sham gap (spin up / spin down): 0.2055 / 0.2053 Ha

Okay, here come the natural (NBO) numbers, in e, for every atom:
1. C -0.251
2. C -0.199
3. C -0.187
4. C -0.282
5. C 0.026
6. C 0.322
7. C 0.465
8. C -0.120
9. N -0.487
10. N 0.108
11. O -0.374
12. O -0.064
13. O -0.660
14. Cl 0.106
15. Cl -0.013
16. H 0.211
17. H 0.217
18. H 0.210
19. H 0.231
20. H 0.264
21. H 0.476

***

(2)
A 2-piece molecular cluster, C8H6ClF5 overall in a non-equilibrium geometry, computed with ωB97M-V/def2-TZVPD.

Geometry as XYZ:
```
20
Properties=species:S:1:pos:R:3
C -0.28 -0.14 -1.58
C -1.44 -0.80 -1.28
C -2.20 -0.48 -0.07
C -1.92 0.65 0.63
C -0.83 1.58 0.19
C 0.13 0.85 -0.65
C 2.60 -0.49 0.58
C 1.10 -0.51 0.92
F -1.90 -1.84 -1.92
F -3.14 -1.38 0.25
F -2.50 0.92 1.83
F -1.27 2.56 -0.63
F 1.13 1.67 -1.07
Cl 0.37 -1.96 0.47
H 0.41 -0.64 -2.23
H -0.29 1.89 1.09
H 3.04 -1.34 1.06
H 3.31 0.27 1.04
H 2.63 -0.53 -0.55
H 1.05 -0.26 1.93
```

energy above the lowest of the compared OMol25 structures with the same formula, charge and spin: 31.96 kcal per mole
HOMO energy (spin up / spin down): -8.720 / -8.719 eV
Kohn-Sham gap (spin up / spin down): 0.2985 / 0.2985 Ha

Okay, here come the natural (NBO) numbers, in e, for every atom:
1. C -0.394
2. C 0.426
3. C 0.270
4. C 0.313
5. C 0.057
6. C 0.433
7. C -0.667
8. C -0.271
9. F -0.282
10. F -0.287
11. F -0.303
12. F -0.330
13. F -0.334
14. Cl 0.039
15. H 0.254
16. H 0.208
17. H 0.222
18. H 0.232
19. H 0.218
20. H 0.193

***

(3)
C8H6ClNOS as an isolated structure in a non-equilibrium geometry, computed with ωB97M-V/def2-TZVPD.

Geometry as XYZ:
```
18
Properties=species:S:1:pos:R:3
C -1.50 1.10 3.49
C -0.09 0.54 1.63
C 1.07 0.72 2.47
C 2.33 0.45 1.81
C 2.40 0.04 0.49
C 1.25 -0.12 -0.27
C -0.69 -0.47 -1.62
C 0.06 0.11 0.37
H -1.14 2.08 3.60
H -2.58 1.22 3.67
H -1.10 0.29 4.25
H 0.97 1.08 3.49
H 3.26 0.81 2.40
H 3.55 -0.30 -0.13
N -1.16 -0.07 -0.50
O -1.33 0.70 2.12
S 1.04 -0.62 -1.90
Cl -1.75 -0.86 -2.97
```

energy above the lowest of the compared OMol25 structures with the same formula, charge and spin: 39.66 kcal per mole
HOMO energy: -8.576 eV
Kohn-Sham gap: 0.3391 Ha

Okay, here come the natural (NBO) numbers, in e, for every atom:
1. C -0.261
2. C 0.320
3. C -0.301
4. C -0.211
5. C -0.216
6. C -0.230
7. C 0.038
8. C 0.025
9. H 0.183
10. H 0.207
11. H 0.188
12. H 0.232
13. H 0.231
14. H 0.216
15. N -0.385
16. O -0.476
17. S 0.413
18. Cl 0.026

***

(4)
C8H6F12N3O5S2SbSr as an isolated structure in a non-equilibrium geometry, computed with ωB97M-V/def2-TZVPD.

Geometry as XYZ:
```
38
Properties=species:S:1:pos:R:3
Sr -2.60 -1.23 0.27
F -3.79 -2.60 5.39
C -3.81 -3.38 4.35
F -5.09 -3.49 4.03
F -3.38 -4.54 4.74
S -2.81 -2.67 3.04
O -3.13 -1.29 2.70
O -3.03 -3.51 1.82
N -1.38 -2.93 3.62
S -0.14 -2.42 2.70
O 1.04 -2.22 3.48
O -0.54 -1.38 1.76
C 0.42 -3.90 1.70
F 0.46 -3.56 0.38
F -0.42 -4.91 2.05
F 1.71 -4.24 1.86
N 3.94 4.79 -2.82
C 4.20 3.91 -1.85
O 5.12 4.07 -1.00
C 3.19 2.83 -1.74
C 1.93 3.18 -1.31
C 1.05 2.16 -0.98
N 1.40 1.03 -1.52
C 2.48 0.60 -2.10
C 3.51 1.56 -2.15
H 4.68 5.22 -3.27
H 3.22 4.41 -3.50
H 1.56 4.11 -1.12
H 0.06 2.40 -0.48
H 2.59 -0.41 -2.43
H 4.53 1.27 -2.44
F -3.94 1.01 -0.96
Sb -2.48 1.00 -2.31
F -1.06 0.55 -0.79
F -2.87 -0.89 -2.36
F -0.90 1.05 -3.36
F -3.68 1.65 -3.60
F -2.01 2.77 -1.81
```

expectation value of S²: 0.76
energy above the lowest of the compared OMol25 structures with the same formula, charge and spin: 10.11 kcal per mole
2S+1: 2
HOMO energy (spin up / spin down): -13.520 / -13.531 eV
total charge: +1
Kohn-Sham gap (spin up / spin down): 0.3236 / 0.2215 Ha

Okay, here come the natural (NBO) numbers, in e, for every atom:
1. Sr 1.913
2. F -0.288
3. C 0.754
4. F -0.289
5. F -0.266
6. S 2.184
7. O -1.008
8. O -1.018
9. N -1.138
10. S 2.211
11. O -0.863
12. O -1.044
13. C 0.735
14. F -0.336
15. F -0.290
16. F -0.283
17. N -0.761
18. C 0.619
19. O -0.541
20. C -0.048
21. C -0.166
22. C 0.025
23. N 0.054
24. C 0.017
25. C -0.171
26. H 0.419
27. H 0.386
28. H 0.264
29. H 0.323
30. H 0.278
31. H 0.280
32. F -0.683
33. Sb 3.095
34. F -0.750
35. F -0.687
36. F -0.649
37. F -0.619
38. F -0.659

***

(5)
One molecule with the formula C8H6FN3 in a non-equilibrium geometry, computed with ωB97M-V/def2-TZVPD.

Geometry as XYZ:
```
18
Properties=species:S:1:pos:R:3
C -2.28 -0.26 -1.07
C -1.45 -1.32 -0.75
C -1.93 1.09 -0.69
C -0.11 -1.08 -0.02
C -0.79 1.27 0.04
C 0.12 0.30 0.38
C 2.47 -0.02 1.26
C 1.29 0.62 1.04
N 3.08 -0.76 0.29
N 1.19 -0.63 -1.06
N 2.34 -0.86 -0.76
F 1.04 1.60 1.89
H -3.28 -0.33 -1.60
H -1.85 -2.27 -0.97
H -2.67 1.76 -0.97
H 0.30 -1.71 0.64
H -0.54 2.26 0.25
H 3.07 0.35 2.08
```

expectation value of S²: 2.07
2S+1: 3
HOMO energy (spin up / spin down): -6.237 / -8.336 eV
Kohn-Sham gap (spin up / spin down): 0.2440 / 0.1940 Ha

Okay, here come the Löwdin numbers, in e, for every atom:
1. C -0.069
2. C -0.003
3. C -0.054
4. C -0.089
5. C -0.029
6. C -0.247
7. C -0.049
8. C -0.234
9. N 0.067
10. N 0.126
11. N -0.112
12. F 0.109
13. H 0.121
14. H 0.074
15. H 0.069
16. H 0.095
17. H 0.103
18. H 0.123

***

(6)
C8H6FeN3O6 as an isolated structure, computed with ωB97M-V/def2-TZVPD.

Geometry as XYZ:
```
24
Properties=species:S:1:pos:R:3
Fe 0.49 -1.98 -0.70
O 1.33 4.08 2.63
C 1.17 4.04 1.40
O 1.13 4.95 0.55
C 1.02 2.61 0.81
C 0.85 2.42 -0.55
C 0.71 1.14 -1.05
N 0.73 0.06 -0.27
C 0.90 0.23 1.06
C 1.04 1.48 1.63
C 0.94 -1.05 1.89
O 1.03 -1.00 3.09
O 0.87 -2.15 1.18
H 0.83 3.29 -1.19
H 0.57 0.96 -2.11
H 1.17 1.59 2.69
N -1.75 -1.96 -0.34
N -2.30 -2.49 -1.52
C -1.43 -3.12 -2.44
O -1.91 -3.76 -3.34
O -0.16 -2.90 -2.23
H -1.91 -2.54 0.47
H -2.11 -1.02 -0.16
H -3.23 -2.86 -1.49
```

expectation value of S²: 6.01
energy above the lowest of the compared OMol25 structures with the same formula, charge and spin: 0.00 kcal per mole
2S+1: 5
HOMO energy (spin up / spin down): -5.491 / -5.491 eV
total charge: -1
Kohn-Sham gap (spin up / spin down): 0.2919 / 0.2770 Ha

Okay, here come the natural (NBO) numbers, in e, for every atom:
1. Fe 1.523
2. O -0.734
3. C 0.730
4. O -0.749
5. C -0.046
6. C -0.227
7. C 0.020
8. N -0.595
9. C 0.065
10. C -0.193
11. C 0.744
12. O -0.613
13. O -0.872
14. H 0.253
15. H 0.192
16. H 0.271
17. N -0.699
18. N -0.525
19. C 0.872
20. O -0.666
21. O -0.882
22. H 0.374
23. H 0.379
24. H 0.377

***

(7)
C8H6N2O as an isolated structure in a non-equilibrium geometry, computed with ωB97M-V/def2-TZVPD.

Geometry as XYZ:
```
17
Properties=species:S:1:pos:R:3
C 2.23 1.15 0.80
C 2.60 1.26 -0.56
C 1.86 0.65 -1.66
C 0.26 0.01 -0.17
C 0.99 0.60 0.99
C -1.09 -0.54 0.17
C -2.79 -1.50 0.97
C -3.11 -1.11 -0.29
H 2.78 1.35 1.49
H 3.83 1.67 -0.99
H 2.19 0.92 -2.67
H 0.68 0.37 1.82
H -3.51 -2.02 1.81
H -3.93 -1.27 -0.82
N 0.64 0.09 -1.32
N -1.53 -1.13 1.24
O -2.09 -0.50 -0.82
```

energy above the lowest of the compared OMol25 structures with the same formula, charge and spin: 113.32 kcal per mole
HOMO energy: -8.729 eV
Kohn-Sham gap: 0.3383 Ha

Okay, here come the natural (NBO) numbers, in e, for every atom:
1. C -0.178
2. C -0.198
3. C -0.007
4. C 0.170
5. C -0.149
6. C 0.425
7. C -0.118
8. C 0.082
9. H 0.184
10. H 0.208
11. H 0.214
12. H 0.181
13. H 0.219
14. H 0.193
15. N -0.400
16. N -0.449
17. O -0.376

***

(8)
One molecule with the formula C8H6N4O3S in a non-equilibrium geometry, computed with ωB97M-V/def2-TZVPD.

Geometry as XYZ:
```
22
Properties=species:S:1:pos:R:3
O -1.95 -3.38 3.85
O 2.06 3.14 -3.97
O 2.71 1.09 -4.19
N -0.75 -0.25 1.35
S -0.82 -2.87 1.08
C -2.01 -2.18 4.13
C -1.11 -1.37 1.95
C -0.08 -1.92 -0.18
C 1.06 0.29 -1.93
C -0.15 -0.60 0.12
C 0.77 2.53 -1.59
C 0.30 0.48 -0.80
C 1.35 1.63 -2.44
N -1.58 -1.20 3.25
N 0.12 1.84 -0.60
N 2.10 1.95 -3.58
H -2.39 -1.91 5.11
H 0.26 -2.33 -1.13
H 1.39 -0.65 -2.41
H 0.87 3.61 -1.64
H -1.65 -0.21 3.54
H -0.49 2.31 0.08
```

energy above the lowest of the compared OMol25 structures with the same formula, charge and spin: 0.00 kcal per mole
HOMO energy: -8.477 eV
Kohn-Sham gap: 0.3074 Ha

Okay, here come the natural (NBO) numbers, in e, for every atom:
1. O -0.579
2. O -0.409
3. O -0.368
4. N -0.487
5. S 0.470
6. C 0.520
7. C 0.219
8. C -0.444
9. C -0.245
10. C 0.100
11. C 0.007
12. C 0.108
13. C -0.054
14. N -0.622
15. N -0.487
16. N 0.518
17. H 0.147
18. H 0.252
19. H 0.247
20. H 0.243
21. H 0.426
22. H 0.439

***

(9)
One molecule with the formula C8H6N4O4S4 in a non-equilibrium geometry, computed with ωB97M-V/def2-TZVPD.

Geometry as XYZ:
```
26
Properties=species:S:1:pos:R:3
O 0.10 0.81 -3.35
O 1.69 -4.66 2.13
O 0.56 2.90 -3.08
O 3.08 -3.53 0.84
N -2.23 1.38 0.06
N 0.68 0.00 1.86
S -1.65 1.91 2.60
S -2.05 -0.05 2.95
S 0.00 2.58 0.10
S -0.07 -2.37 2.70
C -1.41 1.95 0.85
C -0.34 -0.63 2.48
C -0.59 1.87 -1.42
C 1.34 -2.32 1.77
C -1.83 1.33 -1.29
C 1.52 -0.97 1.35
N 0.02 1.84 -2.67
N 2.07 -3.56 1.58
C -2.81 0.79 -2.40
C 2.65 -0.41 0.41
H -2.54 1.03 -3.43
H -3.02 -0.31 -2.31
H -3.80 1.25 -2.13
H 3.22 -1.26 -0.07
H 2.09 0.08 -0.35
H 3.32 0.36 0.82
```

energy above the lowest of the compared OMol25 structures with the same formula, charge and spin: 30.84 kcal per mole
HOMO energy: -9.491 eV
Kohn-Sham gap: 0.2963 Ha

Okay, here come the natural (NBO) numbers, in e, for every atom:
1. O -0.346
2. O -0.385
3. O -0.377
4. O -0.351
5. N -0.445
6. N -0.488
7. S 0.204
8. S 0.226
9. S 0.494
10. S 0.503
11. C -0.121
12. C -0.075
13. C -0.159
14. C -0.240
15. C 0.201
16. C 0.242
17. N 0.475
18. N 0.488
19. C -0.645
20. C -0.649
21. H 0.242
22. H 0.247
23. H 0.238
24. H 0.253
25. H 0.226
26. H 0.243

***

(10)
One molecule with the formula C8H6O2 in a non-equilibrium geometry, computed with ωB97M-V/def2-TZVPD.

Geometry as XYZ:
```
16
Properties=species:S:1:pos:R:3
C -0.91 0.78 -2.22
C -0.26 0.21 -1.10
C 0.47 -0.96 -1.33
C 0.95 -1.59 -0.21
C 0.75 -1.02 1.03
C -0.11 0.10 1.28
C -0.05 0.98 2.52
C -0.86 0.59 0.15
H -1.57 1.72 -1.76
H 1.14 -1.20 -2.35
H 1.59 -2.35 -0.44
H 1.32 -1.43 1.78
H 0.67 0.35 3.29
H -1.61 1.39 0.08
O -0.89 0.38 -3.33
O -0.63 2.07 2.61
```

energy above the lowest of the compared OMol25 structures with the same formula, charge and spin: 71.54 kcal per mole
HOMO energy: -9.856 eV
Kohn-Sham gap: 0.3347 Ha

Okay, here come the natural (NBO) numbers, in e, for every atom:
1. C 0.452
2. C -0.218
3. C -0.111
4. C -0.223
5. C -0.153
6. C -0.167
7. C 0.426
8. C -0.092
9. H 0.063
10. H 0.249
11. H 0.216
12. H 0.214
13. H 0.114
14. H 0.243
15. O -0.504
16. O -0.510

***

(11)
C8H6O3 as an isolated structure in a non-equilibrium geometry, computed with ωB97M-V/def2-TZVPD.

Geometry as XYZ:
```
17
Properties=species:S:1:pos:R:3
C -1.91 -0.81 -0.01
C -0.42 -0.52 -0.22
C 0.60 -1.51 -0.12
C 2.05 -1.08 0.12
C 2.41 0.23 -0.08
C 1.32 1.17 -0.35
C -0.06 0.90 -0.37
C -1.02 2.07 -0.10
H -3.06 -2.25 -0.36
H 0.32 -2.43 -0.06
H 2.89 -2.02 0.82
H 3.43 0.92 0.40
H 1.36 2.26 -0.36
H -0.80 3.13 0.80
O -2.37 -1.60 -0.78
O -2.51 -0.37 0.94
O -2.23 1.90 -0.26
```

energy above the lowest of the compared OMol25 structures with the same formula, charge and spin: 130.97 kcal per mole
HOMO energy: -9.618 eV
Kohn-Sham gap: 0.3485 Ha

Okay, here come the natural (NBO) numbers, in e, for every atom:
1. C 0.779
2. C -0.075
3. C -0.192
4. C -0.160
5. C -0.270
6. C -0.149
7. C -0.161
8. C 0.402
9. H 0.520
10. H 0.200
11. H 0.236
12. H 0.252
13. H 0.217
14. H 0.135
15. O -0.642
16. O -0.590
17. O -0.502